C48H80BN14O10 | ωB97M-V/def2-TZVPD

XYZ file:
```
153
Properties=species:S:1:pos:R:3
O -2.451 -3.969 -0.254
C -1.962 -2.879 0.061
O -1.206 -2.696 1.133
B -0.742 -1.252 1.104
O -1.620 -0.545 0.100
C -2.244 -1.474 -0.600
O -3.018 -1.287 -1.560
O 0.610 -1.136 0.652
C 1.285 -0.158 1.276
O 2.337 0.381 1.023
C 0.407 0.003 2.597
O -0.719 -0.631 2.442
O 0.810 0.693 3.486
C 7.618 9.130 -5.954
C 7.397 7.621 -5.909
N 8.356 6.658 -5.151
C 9.142 5.762 -5.825
C 9.885 5.113 -4.876
N 9.576 5.541 -3.581
C 8.565 6.520 -3.814
C 9.878 4.853 -2.361
H 8.636 9.405 -5.678
H 7.086 9.587 -5.120
H 7.578 9.459 -6.992
H 7.234 7.264 -6.925
H 6.406 7.543 -5.461
H 8.936 5.652 -6.879
H 10.633 4.334 -4.892
H 8.024 7.069 -3.057
H 9.007 5.033 -1.732
H 10.829 5.018 -1.855
H 9.794 3.808 -2.662
C 2.910 -5.127 5.574
C 4.098 -6.196 5.344
N 4.585 -6.000 3.934
C 5.592 -5.129 3.596
C 5.570 -5.130 2.248
N 4.671 -6.017 1.724
C 3.977 -6.499 2.833
C 4.677 -6.258 0.272
H 2.063 -5.373 4.934
H 3.220 -4.097 5.393
H 2.391 -5.269 6.522
H 3.696 -7.166 5.634
H 4.901 -5.867 6.004
H 6.147 -4.605 4.360
H 6.206 -4.570 1.578
H 3.203 -7.245 2.733
H 3.731 -6.783 0.143
H 5.528 -6.842 -0.079
H 4.466 -5.269 -0.134
C 4.993 13.300 2.686
C 4.253 12.968 3.978
N 4.746 11.780 4.748
C 4.940 11.746 6.131
C 5.286 10.477 6.388
N 5.497 9.759 5.236
C 5.196 10.586 4.170
C 5.882 8.381 5.099
H 5.959 13.726 2.961
H 4.534 14.129 2.147
H 5.172 12.471 2.002
H 3.191 12.736 3.894
H 4.213 13.868 4.592
H 4.654 12.461 6.888
H 5.433 10.014 7.353
H 5.324 10.414 3.112
H 6.955 8.352 4.908
H 5.277 7.810 4.393
H 5.787 7.780 6.003
C -3.490 7.634 4.441
C -3.437 6.195 4.090
N -4.556 5.868 3.212
C -5.736 5.214 3.554
C -6.409 5.007 2.347
N -5.659 5.532 1.253
C -4.439 5.953 1.793
C -6.146 5.446 -0.137
H -3.208 8.199 3.552
H -2.915 7.943 5.314
H -4.486 7.944 4.757
H -3.545 5.608 5.002
H -2.523 5.894 3.578
H -6.006 4.845 4.533
H -7.273 4.370 2.227
H -3.618 6.341 1.208
H -7.217 5.619 -0.039
H -5.848 4.550 -0.682
H -5.709 6.247 -0.734
C -12.368 -10.543 1.220
C -11.969 -10.371 2.727
N -10.548 -10.430 2.827
C -9.580 -9.501 2.370
C -8.361 -10.123 2.456
N -8.447 -11.398 3.037
C -9.801 -11.537 3.198
C -7.516 -12.389 3.462
H -13.070 -11.370 1.120
H -11.595 -10.785 0.491
H -12.850 -9.590 1.000
H -12.503 -11.073 3.368
H -12.237 -9.373 3.074
H -9.856 -8.525 1.998
H -7.374 -9.722 2.282
H -10.290 -12.365 3.689
H -7.537 -13.123 2.657
H -8.008 -12.872 4.306
H -6.538 -11.992 3.734
C -0.403 3.797 -7.149
C -0.704 2.575 -6.156
N 0.416 1.682 -6.105
C 0.420 0.377 -6.506
C 1.748 -0.068 -6.362
N 2.542 0.920 -5.835
C 1.737 1.995 -5.721
C 3.990 0.738 -5.434
H -1.354 4.207 -7.490
H 0.344 3.672 -7.933
H 0.051 4.590 -6.555
H -1.653 2.120 -6.440
H -1.054 2.819 -5.153
H -0.418 -0.106 -6.987
H 2.290 -0.989 -6.515
H 2.025 2.945 -5.296
H 4.229 1.434 -4.630
H 4.679 0.763 -6.278
H 4.026 -0.175 -4.840
C -6.611 -6.064 -7.353
C -5.502 -7.108 -7.430
N -5.902 -8.522 -7.320
C -6.764 -9.137 -8.233
C -6.837 -10.446 -7.843
N -6.059 -10.659 -6.794
C -5.337 -9.488 -6.509
C -5.875 -11.822 -6.060
H -7.238 -6.190 -8.235
H -6.218 -5.060 -7.513
H -7.311 -6.034 -6.518
H -4.887 -6.915 -6.551
H -4.792 -6.960 -8.244
H -7.349 -8.475 -8.854
H -7.336 -11.288 -8.299
H -4.702 -9.376 -5.643
H -6.769 -12.436 -6.163
H -5.735 -11.635 -4.995
H -5.130 -12.464 -6.529
C 5.817 1.797 11.293
C 5.991 2.888 12.290
O 5.903 2.512 13.457
O 6.245 4.063 11.876
H 6.667 1.115 11.299
H 5.514 2.164 10.313
H 4.981 1.179 11.619
```

The strongest force on any atom comes out at 0.1240 hartree/bohr. The multiplicity is 1. The value obtained for the calculated total energy is -93041.1269 eV. The calculation puts the orbital gap at 1.143 eV. The value obtained for the HOMO energy is -8.72 eV. The energy relative to the best compared isomer or geometry (same formula, charge and spin) is 666.68 kJ/mol. As for the total charge: +5.

***

C48H80BN14O10 | ωB97M-V/def2-TZVPD

XYZ file:
```
153
Properties=species:S:1:pos:R:3
O -0.617 -1.139 3.991
C -0.415 -0.804 2.873
O 0.271 -1.451 1.956
B 0.194 -0.713 0.667
O -0.697 0.428 0.953
C -1.064 0.439 2.216
O -1.830 1.229 2.705
O -0.312 -1.621 -0.386
C 0.596 -1.765 -1.342
O 0.505 -2.422 -2.324
C 1.775 -0.799 -1.045
O 1.499 -0.254 0.152
O 2.806 -0.726 -1.645
C 3.245 0.296 4.667
C 2.868 -0.016 3.237
N 4.093 -0.131 2.408
C 5.087 0.792 2.268
C 5.986 0.257 1.408
N 5.555 -1.015 1.121
C 4.358 -1.192 1.654
C 6.252 -1.963 0.247
H 3.805 -0.495 5.156
H 2.341 0.522 5.234
H 3.840 1.211 4.728
H 2.231 0.719 2.738
H 2.335 -0.957 3.134
H 5.036 1.750 2.750
H 6.943 0.580 1.040
H 3.673 -1.990 1.444
H 6.614 -2.832 0.785
H 7.090 -1.450 -0.224
H 5.640 -2.220 -0.620
C 4.741 1.210 -6.680
C 3.863 2.236 -5.957
N 4.181 2.332 -4.525
C 3.598 1.655 -3.477
C 4.257 1.988 -2.359
N 5.178 2.964 -2.720
C 5.126 3.100 -4.022
C 6.156 3.590 -1.852
H 4.569 1.261 -7.758
H 4.430 0.182 -6.457
H 5.804 1.345 -6.469
H 2.812 1.936 -6.064
H 3.871 3.190 -6.487
H 2.772 1.003 -3.706
H 4.044 1.846 -1.317
H 5.749 3.726 -4.642
H 7.095 3.790 -2.358
H 6.346 2.953 -0.986
H 5.802 4.505 -1.370
C -3.338 7.239 5.922
C -3.008 6.287 7.055
N -2.301 5.091 6.539
C -2.896 3.885 6.214
C -1.943 3.131 5.640
N -0.791 3.884 5.570
C -1.051 5.059 6.112
C 0.534 3.503 5.148
H -3.905 6.715 5.138
H -2.442 7.536 5.369
H -3.957 8.084 6.203
H -3.942 5.937 7.492
H -2.408 6.688 7.870
H -3.957 3.776 6.335
H -2.020 2.190 5.120
H -0.415 5.925 6.222
H 0.711 2.456 5.408
H 1.326 3.961 5.735
H 0.615 3.627 4.074
C 2.396 -5.977 -3.912
C 1.766 -4.800 -4.627
N 2.727 -3.784 -4.969
C 3.464 -3.013 -4.114
C 4.382 -2.399 -4.835
N 4.135 -2.708 -6.132
C 3.073 -3.475 -6.176
C 4.982 -2.318 -7.288
H 2.907 -5.691 -2.987
H 3.124 -6.508 -4.529
H 1.708 -6.766 -3.601
H 0.899 -4.418 -4.085
H 1.274 -5.245 -5.495
H 3.226 -3.107 -3.071
H 5.132 -1.694 -4.530
H 2.636 -3.900 -7.063
H 5.968 -2.110 -6.875
H 4.626 -1.402 -7.750
H 5.073 -3.177 -7.942
C -5.896 -0.686 1.458
C -4.422 -0.825 1.846
N -4.196 -2.051 2.617
C -4.371 -3.345 2.172
C -4.077 -4.145 3.229
N -3.716 -3.325 4.273
C -3.694 -2.061 3.848
C -3.409 -3.744 5.642
H -6.181 -1.448 0.726
H -6.194 0.249 0.991
H -6.523 -0.821 2.343
H -4.212 -0.025 2.553
H -3.827 -0.758 0.937
H -4.757 -3.470 1.177
H -4.232 -5.189 3.442
H -3.568 -1.205 4.486
H -3.650 -2.939 6.329
H -2.321 -3.830 5.730
H -3.841 -4.692 5.933
C -3.408 4.231 1.777
C -4.905 4.505 1.516
N -5.140 5.858 0.985
C -5.706 6.916 1.652
C -5.710 7.977 0.840
N -5.064 7.580 -0.318
C -4.822 6.301 -0.225
C -4.862 8.402 -1.504
H -3.297 3.162 1.929
H -3.124 4.786 2.675
H -2.770 4.598 0.977
H -5.445 4.519 2.459
H -5.275 3.754 0.826
H -6.012 6.829 2.681
H -6.026 9.000 0.943
H -4.288 5.743 -0.976
H -5.503 9.279 -1.422
H -5.194 7.880 -2.394
H -3.841 8.766 -1.540
C -0.899 -4.955 1.001
C -2.093 -4.911 0.070
N -1.966 -5.812 -1.103
C -2.008 -5.459 -2.427
C -2.203 -6.598 -3.133
N -2.319 -7.626 -2.225
C -2.169 -7.125 -1.012
C -2.595 -9.011 -2.604
H -0.766 -5.948 1.415
H -1.113 -4.203 1.765
H -0.028 -4.552 0.490
H -2.216 -3.923 -0.372
H -3.041 -5.182 0.525
H -2.040 -4.432 -2.755
H -2.365 -6.752 -4.184
H -2.174 -7.761 -0.144
H -1.665 -9.585 -2.520
H -2.759 -9.105 -3.676
H -3.384 -9.466 -2.021
C 0.772 -0.906 -5.075
C -0.091 0.235 -4.471
O -1.206 -0.088 -4.061
O 0.487 1.353 -4.381
H 0.242 -1.408 -5.889
H 0.955 -1.575 -4.228
H 1.710 -0.552 -5.518
```

The strongest force on any atom comes out at 0.0559 hartree/bohr. The multiplicity is 1. The value obtained for the calculated total energy is -93048.0365 eV. The calculation puts the orbital gap at 6.130 eV. The value obtained for the HOMO energy is -14.82 eV. The energy relative to the best compared isomer or geometry (same formula, charge and spin) is 0.00 kJ/mol. As for the total charge: +5.

***

C48H82N6O12S6 | ωB97M-V/def2-TZVPD

XYZ file:
```
154
Properties=species:S:1:pos:R:3
C 4.542 -3.467 -4.212
C 3.850 -2.127 -3.999
C 4.800 -1.049 -3.489
C 4.091 0.182 -3.488
N 3.509 1.199 -3.511
H 5.305 -3.307 -4.974
H 3.876 -4.222 -4.629
H 5.169 -3.738 -3.363
H 2.957 -2.076 -3.376
H 3.547 -1.895 -5.020
H 5.640 -0.973 -4.179
H 5.132 -1.111 -2.452
C -5.713 0.377 0.931
C -4.494 -0.520 1.279
C -4.031 -0.426 2.741
C -3.851 0.951 3.337
N -3.751 1.982 3.875
H -5.599 1.456 1.038
H -6.536 0.088 1.585
H -6.124 -0.020 0.003
H -3.673 -0.226 0.625
H -4.677 -1.580 1.102
H -3.188 -1.106 2.858
H -4.852 -0.816 3.343
C -1.064 2.724 -5.368
C -0.598 2.455 -3.904
C -1.244 3.451 -2.983
S -2.871 3.898 -3.687
O -3.120 5.329 -3.794
O -3.850 3.133 -2.972
C -2.582 3.032 -5.323
H -0.901 1.775 -5.879
H -0.442 3.507 -5.801
H 0.491 2.435 -3.941
H -1.002 1.488 -3.606
H -0.692 4.391 -3.011
H -1.376 3.180 -1.936
H -3.056 3.637 -6.096
H -3.222 2.178 -5.101
C 3.445 -2.126 1.888
C 3.624 -1.892 0.414
C 3.087 -3.096 -0.439
S 2.600 -4.381 0.806
O 3.003 -5.720 0.326
O 1.181 -4.114 1.030
C 3.717 -3.666 2.100
H 2.424 -1.937 2.218
H 4.148 -1.517 2.456
H 4.700 -1.844 0.247
H 3.339 -0.893 0.083
H 3.890 -3.518 -1.043
H 2.271 -2.813 -1.104
H 4.726 -3.954 1.803
H 3.389 -4.144 3.023
C -3.100 -3.733 -0.823
C -4.047 -4.656 -1.620
C -3.416 -6.045 -1.651
S -2.512 -6.296 -0.057
O -1.047 -6.553 -0.215
O -3.342 -7.103 0.864
C -2.731 -4.507 0.409
H -3.556 -2.755 -0.672
H -2.163 -3.517 -1.337
H -4.318 -4.263 -2.600
H -4.993 -4.611 -1.081
H -2.649 -5.936 -2.418
H -4.023 -6.924 -1.870
H -1.829 -4.184 0.928
H -3.540 -4.416 1.134
C 3.317 2.121 0.632
C 4.757 2.444 1.173
C 5.310 3.591 0.320
S 3.904 4.797 0.212
O 3.781 5.366 -1.109
O 3.910 5.608 1.412
C 2.560 3.466 0.507
H 2.826 1.350 1.226
H 3.380 1.686 -0.365
H 5.501 1.649 1.131
H 4.843 2.646 2.241
H 5.467 3.359 -0.733
H 6.203 4.144 0.612
H 1.908 3.541 -0.364
H 2.009 3.748 1.404
C -0.922 5.996 3.729
C -2.271 5.375 4.050
C -3.085 5.298 2.688
S -1.879 4.753 1.394
O -2.014 5.706 0.284
O -2.000 3.323 1.089
C -0.405 5.244 2.466
H -0.190 6.106 4.529
H -1.011 7.063 3.529
H -2.713 6.030 4.800
H -2.190 4.395 4.521
H -3.311 6.346 2.492
H -4.099 4.898 2.714
H 0.229 5.790 1.767
H -0.091 4.243 2.762
C 0.363 -3.266 7.198
C 1.405 -3.604 6.109
C 1.034 -2.813 4.791
S -0.856 -2.793 4.762
O -1.360 -3.830 3.865
O -1.177 -1.400 4.438
C -1.084 -3.320 6.525
H 0.607 -2.314 7.670
H 0.470 -3.881 8.092
H 1.427 -4.681 5.940
H 2.426 -3.396 6.427
H 1.319 -3.022 3.760
H 1.436 -1.809 4.931
H -1.472 -4.334 6.432
H -1.866 -2.764 7.043
N -0.075 0.890 0.475
C 0.661 0.704 -0.669
C 0.637 -0.587 -0.958
C -0.091 -1.260 0.056
C -0.533 -0.270 0.983
H -0.273 1.799 0.868
H 0.977 1.560 -1.248
H 1.072 -1.006 -1.853
H -0.254 -2.321 0.171
H -1.019 -0.285 1.947
N -1.966 -0.411 -2.564
C -3.116 0.303 -2.408
C -3.931 -0.282 -3.339
C -3.315 -1.347 -3.953
C -2.094 -1.479 -3.379
H -1.158 -0.208 -1.991
H -3.233 1.108 -1.698
H -4.915 0.115 -3.541
H -3.728 -2.050 -4.662
H -1.240 -2.116 -3.557
N 1.465 0.571 -6.618
C 1.210 -0.441 -5.699
C 0.578 -1.461 -6.347
C 0.430 -1.117 -7.698
C 0.906 0.214 -7.852
H 2.038 1.380 -6.427
H 1.540 -0.402 -4.671
H 0.226 -2.406 -5.962
H 0.004 -1.799 -8.419
H 0.993 0.872 -8.704
N 0.133 3.096 5.214
C -0.089 1.982 4.459
C 1.061 1.697 3.720
C 2.000 2.685 4.033
C 1.469 3.427 5.103
H -0.531 3.492 5.864
H -1.064 1.530 4.565
H 1.191 0.960 2.941
H 2.977 2.777 3.582
H 1.976 4.157 5.716
```

The strongest force on any atom comes out at 0.0890 hartree/bohr. The multiplicity is 1. The value obtained for the calculated total energy is -149621.3313 eV. The calculation puts the orbital gap at 7.867 eV. The value obtained for the HOMO energy is -7.90 eV. The SMILES is O=S1(=O)CCCC1.O=S1(=O)CCCC1.O=S1(=O)CCCC1.O=S1(=O)CCCC1.O=S1(=O)CCCC1.O=S1(=O)CCCC1.c1cc[nH]c1.c1cc[nH]c1.c1cc[nH]c1.c1cc[nH]c1.CCCC#N.CCCC#N. As for the total charge: 0.

***

- What is the formula in the second record?
  C48H80BN14O10

***

- Among the records above, which one has the lowest calculated total energy?
  C48H82N6O12S6